(1)
DFT (ωB97M-V/def2-TZVPD) results for a molecular structure, C45H35CoF6N4O6P2Sb.

The geometry in XYZ format:
```
100
Properties=species:S:1:pos:R:3:lowdin_charge:R:1
Co 0.957 0.397 -0.912 0.49
O 0.662 -0.645 -2.432 -0.21
C 1.635 -0.725 -3.304 -0.32
C 1.307 -0.886 -4.664 -0.01
C 2.286 -0.935 -5.628 -0.08
C 3.646 -0.857 -5.291 -0.10
C 3.993 -0.763 -3.969 -0.05
C 3.018 -0.706 -2.961 -0.15
C 3.394 -0.855 -1.591 -0.02
N 2.549 -0.618 -0.655 -0.05
N 2.678 -1.189 0.580 0.16
C 1.493 -1.138 1.162 -0.38
O 0.443 -0.676 0.492 -0.23
C 1.285 -1.581 2.481 -0.03
C 1.809 -2.829 3.119 -0.18
C 2.176 -2.565 4.554 -0.03
C 1.419 -1.663 5.280 -0.11
C 0.353 -1.016 4.683 -0.01
C 0.023 -1.290 3.239 -0.20
H 0.257 -0.925 -4.926 0.11
H 2.000 -1.025 -6.670 0.10
H 4.405 -0.868 -6.064 0.09
H 5.038 -0.711 -3.677 0.12
H 4.352 -1.297 -1.323 0.14
H 2.620 -3.303 2.571 0.14
H 2.986 -3.121 5.012 0.10
H 1.661 -1.460 6.317 0.10
H -0.260 -0.313 5.235 0.10
H -0.565 -0.481 2.814 0.13
N -2.022 -0.987 -0.911 -0.33
P -1.360 0.606 -0.767 1.07
C -2.081 1.152 0.832 -0.33
C -1.430 2.076 1.644 -0.08
C -2.019 2.513 2.828 -0.07
C -3.261 2.026 3.207 -0.09
C -3.921 1.110 2.394 -0.08
C -3.338 0.682 1.212 -0.10
C -2.411 1.500 -1.959 -0.31
C -2.673 0.947 -3.212 -0.09
C -3.452 1.632 -4.134 -0.08
C -3.953 2.888 -3.821 -0.09
C -3.656 3.465 -2.593 -0.08
C -2.887 2.778 -1.666 -0.07
P -1.169 -2.525 -1.051 1.06
C -2.607 -3.490 -1.712 -0.36
C -2.395 -4.306 -2.819 -0.11
C -3.419 -5.105 -3.321 -0.10
C -4.669 -5.083 -2.724 -0.10
C -4.898 -4.264 -1.621 -0.09
C -3.872 -3.478 -1.116 -0.10
C -1.062 -3.192 0.648 -0.38
C -0.155 -4.357 0.757 -0.10
C 0.487 -4.638 1.887 -0.06
C 0.465 -3.722 3.079 -0.17
C -0.709 -2.681 3.071 -0.15
C -1.425 -2.543 1.749 -0.06
H -2.782 -0.994 -1.580 0.03
H -0.455 2.437 1.359 0.08
H -1.502 3.235 3.449 0.10
H -3.718 2.364 4.129 0.10
H -4.896 0.733 2.683 0.10
H -3.853 -0.031 0.580 0.10
H -2.242 -0.013 -3.480 0.10
H -3.652 1.190 -5.102 0.10
H -4.565 3.421 -4.539 0.10
H -4.020 4.458 -2.357 0.10
H -2.657 3.239 -0.714 0.11
H -1.418 -4.306 -3.292 0.10
H -3.239 -5.738 -4.183 0.10
H -5.469 -5.705 -3.112 0.10
H -5.874 -4.250 -1.149 0.10
H -4.042 -2.858 -0.241 0.10
H -0.058 -5.006 -0.110 0.10
H 1.111 -5.525 1.959 0.11
H 0.453 -4.321 3.989 0.13
H -1.405 -2.825 3.899 0.14
H -2.118 -1.708 1.678 0.09
O 3.311 2.131 -0.509 -0.08
C 2.490 2.250 0.423 -0.53
O 1.353 1.681 0.468 -0.05
C 2.836 3.045 1.647 -0.10
C 4.003 2.754 2.337 0.01
C 4.302 3.423 3.517 -0.05
C 3.441 4.390 4.006 -0.01
C 2.283 4.662 3.297 -0.13
C 1.962 4.008 2.124 0.07
N 1.341 5.664 3.834 -0.35
O 0.267 5.788 3.281 0.07
O 1.668 6.274 4.836 0.06
H 4.672 1.996 1.944 0.13
H 5.209 3.186 4.061 0.11
H 3.648 4.931 4.917 0.11
H 1.057 4.258 1.590 0.13
F 1.462 1.702 -2.213 -0.34
Sb 2.805 3.230 -2.561 1.47
F 4.420 2.259 -2.641 -0.34
F 2.810 4.436 -1.076 -0.34
F 3.721 4.640 -3.433 -0.38
F 1.105 4.049 -2.788 -0.38
F 2.502 2.485 -4.281 -0.36
```

Its energy above the lowest of the compared OMol25 structures with the same formula, charge and spin is 119.58 kcal/mol. As for the multiplicity: 3. For the largest force on an atom, the calculation gives 1.08 eV/Å. The calculation puts the total energy at -5311.2635 Ha. As for the charge: -1. Its LUMO energy (spin up / spin down) is 1.57 / 1.25 eV. For the frontier orbital gap (spin up / spin down), the calculation gives 6.63 / 6.54 eV.

(2)
DFT (ωB97M-V/def2-TZVPD) results for a molecular structure, C45H36N6O6PtSSb.

The geometry in XYZ format:
```
96
Properties=species:S:1:pos:R:3:lowdin_charge:R:1
Pt -0.033 -0.060 -0.237 1.33
C 0.300 0.073 4.104 0.06
C 0.750 -0.354 2.741 -0.43
O -0.094 -0.270 1.798 -0.19
N 1.982 -0.801 2.609 0.14
C 2.572 -1.445 1.434 -0.07
C 3.168 -0.485 0.436 -0.24
C 4.539 -0.425 0.254 0.02
C 5.069 0.468 -0.666 0.00
C 4.203 1.287 -1.369 -0.01
C 2.846 1.166 -1.135 -0.10
N 2.326 0.298 -0.261 0.03
H -0.775 0.233 4.100 0.08
H 0.809 0.997 4.386 0.11
H 0.547 -0.687 4.845 0.11
H 2.550 -0.776 3.445 0.18
H 1.813 -2.053 0.953 0.10
H 3.342 -2.118 1.801 0.15
H 5.186 -1.072 0.830 0.13
H 6.137 0.527 -0.821 0.14
H 4.565 2.008 -2.088 0.13
H 2.150 1.801 -1.668 0.10
O -0.912 6.103 -4.387 0.14
N -0.854 5.823 -3.218 -0.32
O -0.932 6.602 -2.294 0.11
C -0.638 4.382 -2.885 -0.03
C -0.506 3.555 -3.940 0.10
C -0.315 2.148 -3.757 -0.11
C -0.210 1.222 -4.810 0.07
C -0.065 -0.115 -4.522 0.03
C -0.021 -0.535 -3.191 -0.04
N -0.115 0.335 -2.195 -0.06
C -0.260 1.661 -2.460 -0.20
C -0.384 2.540 -1.344 -0.16
N -0.319 1.948 -0.120 -0.05
C -0.435 2.684 0.972 -0.07
C -0.634 4.060 0.892 0.03
C -0.714 4.679 -0.331 0.08
C -0.581 3.914 -1.515 -0.02
H -0.558 3.971 -4.938 0.15
H -0.252 1.565 -5.837 0.15
H 0.013 -0.853 -5.307 0.14
H 0.099 -1.574 -2.918 0.13
H -0.377 2.165 1.918 0.11
H -0.728 4.634 1.804 0.14
H -0.869 5.743 -0.392 0.12
C -5.332 -3.250 -2.958 -0.03
C -5.912 -2.265 -2.172 -0.04
C -5.125 -1.498 -1.324 -0.10
C -3.760 -1.754 -1.250 -0.36
C -3.172 -2.740 -2.033 -0.12
C -3.963 -3.480 -2.899 -0.05
Sb -2.714 -0.524 0.085 1.70
C -3.423 -0.364 2.037 -0.34
C -3.133 0.783 2.776 -0.16
C -3.671 0.930 4.043 -0.06
C -4.495 -0.064 4.565 -0.03
C -4.782 -1.199 3.822 -0.02
C -4.246 -1.360 2.551 -0.10
C -3.358 1.290 -0.857 -0.35
C -3.227 1.348 -2.245 -0.15
C -3.780 2.403 -2.955 -0.06
C -4.468 3.408 -2.283 -0.04
C -4.630 3.336 -0.908 -0.04
C -4.084 2.274 -0.192 -0.10
H -5.949 -3.843 -3.620 0.12
H -6.978 -2.089 -2.217 0.12
H -5.586 -0.716 -0.730 0.11
H -2.111 -2.951 -1.980 0.09
H -3.515 -4.247 -3.516 0.12
H -2.502 1.564 2.368 0.08
H -3.461 1.819 4.623 0.12
H -4.918 0.054 5.553 0.13
H -5.428 -1.966 4.227 0.13
H -4.490 -2.245 1.977 0.09
H -2.771 0.527 -2.791 0.10
H -3.710 2.425 -4.036 0.12
H -4.912 4.225 -2.837 0.12
H -5.206 4.091 -0.389 0.12
H -4.257 2.222 0.874 0.09
O -1.968 -3.733 2.833 -0.23
S -2.205 -3.909 1.439 0.68
O -3.526 -4.100 0.939 -0.25
N -1.534 -2.547 0.645 -0.13
C -0.465 -2.884 -0.010 -0.52
O 0.288 -2.019 -0.610 -0.20
C -0.134 -4.317 -0.029 -0.15
C 0.908 -4.962 -0.674 0.02
C 0.996 -6.343 -0.539 -0.02
C 0.071 -7.050 0.225 -0.01
C -0.974 -6.401 0.882 0.01
C -1.048 -5.036 0.729 -0.20
H 1.625 -4.412 -1.269 0.13
H 1.792 -6.880 -1.036 0.13
H 0.165 -8.124 0.312 0.13
H -1.689 -6.950 1.480 0.14
```

Its energy above the lowest of the compared OMol25 structures with the same formula, charge and spin is 0.00 kcal/mol. For the largest force on an atom, the calculation gives 0.55 eV/Å. The calculation puts the total energy at -3273.2189 Ha. As for the charge: +3. Its LUMO energy is -9.24 eV. For the frontier orbital gap, the calculation gives 6.97 eV.

(3)
DFT (ωB97M-V/def2-TZVPD) results for a molecular structure, C45H37AsCl2IrO8P2SSi.

The geometry in XYZ format:
```
98
Properties=species:S:1:pos:R:3:lowdin_charge:R:1
Ir 0.463 0.020 0.932 1.04
C -1.070 -0.508 -2.207 -0.16
Si -1.230 -0.917 -0.385 0.54
C -1.206 -2.799 -0.282 -0.28
C -2.033 -3.673 -0.999 -0.10
C -1.978 -5.034 -0.767 -0.07
C -1.103 -5.553 0.189 -0.07
C -0.258 -4.711 0.883 -0.06
C -0.311 -3.340 0.630 -0.36
P 0.909 -2.172 1.283 0.97
C 1.053 -2.694 3.017 -0.33
C -0.028 -2.409 3.852 -0.11
C -0.023 -2.829 5.172 -0.07
C 1.048 -3.562 5.662 -0.07
C 2.108 -3.884 4.827 -0.08
C 2.114 -3.453 3.507 -0.08
C 2.432 -2.697 0.445 -0.32
C 2.370 -3.365 -0.777 -0.07
C 3.536 -3.701 -1.449 -0.07
C 4.769 -3.383 -0.900 -0.08
C 4.839 -2.716 0.314 -0.07
C 3.677 -2.362 0.978 -0.12
C -2.964 -0.457 0.255 -0.24
C -4.015 -1.364 0.380 -0.06
C -5.274 -0.951 0.792 -0.06
C -5.519 0.384 1.079 -0.07
C -4.490 1.305 0.975 -0.08
C -3.227 0.875 0.574 -0.37
P -1.824 1.980 0.461 1.19
C -2.044 3.277 1.661 -0.33
C -2.535 2.959 2.930 -0.10
C -2.716 3.963 3.863 -0.07
C -2.389 5.275 3.545 -0.06
C -1.882 5.587 2.292 -0.06
C -1.704 4.592 1.346 -0.06
C -1.731 2.666 -1.195 -0.34
C -0.521 3.169 -1.674 -0.08
C -0.451 3.638 -2.976 -0.06
C -1.569 3.597 -3.796 -0.07
C -2.771 3.088 -3.320 -0.07
C -2.855 2.616 -2.022 -0.07
H -1.952 -0.871 -2.743 0.04
H -0.191 -1.034 -2.584 0.04
H -0.936 0.547 -2.427 0.01
H -2.723 -3.285 -1.741 0.11
H -2.622 -5.703 -1.325 0.11
H -1.078 -6.619 0.376 0.11
H 0.442 -5.108 1.609 0.12
H -0.861 -1.826 3.480 0.09
H -0.844 -2.553 5.818 0.11
H 1.056 -3.883 6.695 0.10
H 2.938 -4.469 5.201 0.10
H 2.940 -3.725 2.867 0.09
H 1.412 -3.628 -1.209 0.11
H 3.477 -4.216 -2.399 0.10
H 5.678 -3.644 -1.427 0.11
H 5.798 -2.439 0.730 0.11
H 3.738 -1.790 1.895 0.11
H -3.850 -2.414 0.177 0.09
H -6.069 -1.679 0.896 0.11
H -6.503 0.704 1.395 0.11
H -4.665 2.347 1.212 0.11
H -2.758 1.930 3.184 0.11
H -3.090 3.717 4.849 0.12
H -2.516 6.055 4.285 0.11
H -1.610 6.607 2.052 0.11
H -1.293 4.833 0.376 0.11
H 0.353 3.187 -1.040 0.07
H 0.488 4.022 -3.352 0.10
H -1.503 3.956 -4.815 0.11
H -3.640 3.053 -3.964 0.11
H -3.785 2.201 -1.652 0.11
O 1.831 0.379 3.586 -0.25
As 0.207 0.944 3.982 0.91
O -0.375 0.446 5.418 -0.43
O -0.655 0.338 2.643 -0.62
C 0.530 2.859 4.096 -0.23
C 0.226 3.347 5.366 -0.10
C 0.515 4.657 5.714 -0.07
C 1.114 5.498 4.790 -0.07
C 1.416 5.026 3.523 -0.06
C 1.131 3.712 3.173 -0.25
S 1.675 3.243 1.538 0.48
O 1.431 4.387 0.692 -0.31
O 3.024 2.787 1.661 -0.26
O 0.702 2.145 1.161 -0.55
H 2.264 -0.057 4.329 0.06
H -0.228 2.669 6.078 0.09
H 0.276 5.016 6.707 0.11
H 1.348 6.522 5.051 0.11
H 1.873 5.671 2.785 0.12
Cl 3.157 2.418 -2.325 0.64
C 3.467 0.705 -1.953 -0.99
Cl 5.197 0.374 -1.891 0.63
C 2.762 0.352 -0.639 -0.74
O 1.467 0.219 -0.832 -0.26
O 3.343 0.205 0.405 0.03
H 3.044 0.122 -2.764 0.06
```

Its energy above the lowest of the compared OMol25 structures with the same formula, charge and spin is 13.21 kcal/mol. As for the multiplicity: 2. For the largest force on an atom, the calculation gives 0.98 eV/Å. The calculation puts the total energy at -6969.9202 Ha. As for the charge: 0. Its LUMO energy (spin up / spin down) is -0.23 / -2.36 eV. For the frontier orbital gap (spin up / spin down), the calculation gives 7.89 / 6.39 eV.